(1)
DFT (wB97M-V/def2-TZVPD) results for a cluster of 3 separate species, C13H25NO13S2 in total.

**E**: -63662.4644 eV
**Orbital gap**: 10.17 eV
**Net charge**: 0
**LUMO**: 0.10 eV
**SMILES string**: COC[C@@H](CC(=O)O)NCCCC(=O)O.O=S1(=O)OCCO1.O=S1(=O)OCCO1

Last column: Mulliken charge in e.
Geometry (Å):
1 H -1.81745 0.37733 0.60244  0.283
2 O -2.66487 -2.22307 -2.43828  -0.420
3 O 0.05390 -7.22592 0.57972  -0.547
4 H -0.66043 -1.46645 2.13977  0.334
5 O 0.13740 -4.98594 -0.39459  -0.289
6 O -1.40621 -1.60128 0.21036  -0.222
7 C -2.65028 0.13616 -1.91667  -1.138
8 C 0.76302 1.71163 -1.25991  -0.668
9 H -0.00663 3.79922 1.40795  0.388
10 C 4.49547 2.23958 3.41025  -0.328
11 H -2.41698 -1.67787 2.02086  0.321
12 H 5.48784 2.30844 3.85887  0.284
13 C -1.10291 -0.22720 0.03798  -1.086
14 C 0.73416 2.98363 -0.41304  -0.345
15 H -0.10631 -0.04891 0.45257  0.519
16 H -1.32794 -3.03843 1.64741  0.243
17 H -0.68587 -0.70741 -2.01660  0.401
18 H -2.50245 -5.58436 -0.83556  0.385
19 H -2.74037 0.91233 -2.67865  0.420
20 O -0.96661 -6.72581 -1.61463  -0.349
21 H 3.71166 3.62369 4.90395  0.307
22 H -1.63223 3.34752 -1.43340  0.396
23 O 5.92110 4.47028 1.50844  -0.553
24 O -4.25754 -0.94987 -3.35904  -0.530
25 C -1.75649 -5.52275 -1.62978  -0.335
26 N -0.59604 1.40734 -1.77918  -0.139
27 C 3.59588 3.37633 3.85283  -0.209
28 C -0.24338 2.94622 0.76289  -0.144
29 H -0.12728 2.06042 1.38532  0.208
30 C -1.71086 3.08098 0.41461  0.343
31 H -0.18390 -4.17764 -2.27197  0.213
32 O 1.46907 -6.80749 -1.40035  -0.558
33 H -0.53523 1.42178 -2.78861  0.276
34 O 4.61191 2.42947 1.99213  -0.303
35 C -1.45834 -1.96089 1.57682  -0.884
36 S 0.29369 -6.55483 -0.64676  1.105
37 H 1.73314 3.20378 -0.03746  -0.010
38 O 4.02584 4.49080 3.05789  -0.301
39 H -4.96837 -0.53002 -2.86099  0.355
40 H 1.40521 1.92157 -2.11822  0.438
41 C -0.75565 -4.41901 -1.37406  0.446
42 C -1.17769 0.08524 -1.44577  0.349
43 H 2.54631 3.17077 3.63353  0.183
44 H 4.06880 1.26008 3.60443  0.318
45 H 1.21487 0.86359 -0.74714  0.271
46 H -1.20753 -3.51563 -0.97921  -0.272
47 H -3.28796 0.45490 -1.08911  0.512
48 O 3.62416 4.20621 0.63744  -0.533
49 H 0.47085 3.79910 -1.08727  0.270
50 H -2.24985 -5.42698 -2.59192  0.254
51 O -2.00404 3.83688 -0.68055  -0.555
52 S 4.59623 3.99210 1.64972  1.092
53 C -3.16280 -1.13464 -2.54496  0.387
54 O -2.58999 2.59503 1.08548  -0.579

Atoms 1-3, force components in eV/Å:
-0.0024 0.1651 -0.0303
-0.1348 0.6321 -0.3755
0.0954 -0.0342 0.0734

---

(2)
DFT (wB97M-V/def2-TZVPD) results for a cluster of 2 separate species, C7H11O in total.

**E**: -9475.3822 eV
**Orbital gap**: 4.72 eV
**Net charge**: -1
**Relative energy (zero: lowest compared OMol25 entry of this formula, charge and spin)**: 7.719 eV
**LUMO**: 2.35 eV

Last column: Mulliken charge in e.
Geometry (Å):
1 C 0.19431 0.33564 1.50363  -0.535
2 H -0.52695 2.02958 0.34794  0.178
3 H 4.77391 1.24322 1.14733  0.075
4 C 0.45389 -0.71835 -1.11612  -0.316
5 H 1.28838 -0.69258 -1.90688  0.364
6 C 0.46908 1.59058 0.64130  -0.225
7 H 4.26169 1.29912 1.68061  -0.081
8 O 1.43742 2.41990 1.38313  -0.897
9 H -2.46047 -2.49431 -2.16184  0.173
10 H -1.11869 -1.50159 1.22255  0.259
11 C -0.99186 -0.40435 0.94647  -0.424
12 H -1.88415 0.11234 1.25159  0.342
13 C -0.86618 -0.26441 -0.46642  0.259
14 H 0.94521 1.26783 -0.26718  0.081
15 C -1.35461 -2.14389 -2.40507  -0.899
16 H -0.04577 0.40654 2.59855  0.318
17 H 1.10460 -0.32763 1.18330  0.213
18 H -0.76415 -2.24250 -3.32801  0.269
19 C -0.75012 -1.47176 -1.24261  -0.154

Atoms 1-3, force components in eV/Å:
0.6767 -1.6506 -0.1230
0.1957 0.2555 0.2338
0.1370 -0.0452 -0.0106

---

(3)
DFT (wB97M-V/def2-TZVPD) results for a cluster of 7 separate species, C31H65O10 in total.

**E**: -53676.7676 eV
**Orbital gap**: 6.95 eV
**Net charge**: -1
**LUMO**: 2.37 eV

Last column: Mulliken charge in e.
Geometry (Å):
1 H 0.59907 -0.02185 0.89336  0.623
2 C -2.63410 5.53635 -4.00278  0.477
3 C 2.76958 -2.77846 -3.24326  -1.174
4 C 1.56165 -1.78515 0.24067  -1.664
5 C 1.21480 2.51107 6.31592  -1.100
6 H 3.19462 -3.87528 0.39830  0.431
7 H 1.81738 3.68910 3.87607  0.359
8 H -2.05413 -3.46298 0.11353  0.191
9 H -3.38401 -4.62718 -4.32093  0.308
10 H -2.73589 7.38091 -5.14501  0.384
11 O 3.08246 1.13052 5.66979  -0.561
12 C 4.61059 -5.38778 -1.30153  -1.520
13 C 2.02800 1.95198 5.15574  0.554
14 H -1.72459 -6.47408 -4.18257  0.301
15 H 2.33716 0.51559 -3.23011  -0.077
16 C -1.55508 -6.48345 -2.03873  -1.071
17 C 0.82257 -0.48987 -0.07796  0.224
18 C -3.20683 -5.14374 -3.37654  -1.068
19 H -0.82470 -0.12701 10.63954  0.311
20 H 5.11923 0.27092 -4.10784  0.348
21 C -5.24642 1.44221 0.36097  -1.469
22 H -1.48345 6.24875 -5.68674  0.337
23 H -2.63584 6.58829 -2.10833  0.341
24 H 4.15477 -4.32624 -3.71810  0.279
25 H 5.35847 -5.13671 -0.54780  0.341
26 O -0.83810 -4.76079 -3.55540  -0.499
27 O 4.48488 -0.23550 -4.62589  -0.516
28 H 3.47880 1.84301 -3.24919  0.348
29 C -1.24592 0.19781 9.68349  -1.073
30 H -0.91213 -4.12891 -2.82718  0.292
31 O -1.64206 4.59165 -3.61154  -0.427
32 C 2.23726 -2.47886 -0.92516  0.869
33 H -0.99628 5.04241 -3.05557  0.311
34 H 4.83695 2.31216 -5.39636  0.360
35 O 2.70625 1.78014 1.27699  -0.682
36 C -0.32054 -1.80436 8.48293  -1.118
37 H 0.38573 3.12369 5.95741  0.367
38 H 0.88756 -2.48177 0.74603  0.310
39 H -3.50614 2.50076 -2.44153  0.351
40 H 1.84336 3.12412 6.96927  0.334
41 H -3.78959 5.27023 -2.19864  0.010
42 C -1.82048 -5.76721 -3.35575  0.355
43 H 1.97334 1.96460 -4.18030  0.399
44 H -2.03040 -0.65562 7.87476  0.286
45 H -2.03046 -1.89392 0.88129  0.416
46 H 0.81137 1.70020 6.92860  0.090
47 H 0.12956 -2.19477 9.40061  0.308
48 H -2.13725 -2.14382 10.27516  0.346
49 H -0.55476 -6.91767 -2.03631  0.302
50 H -3.30147 -4.39650 -2.58348  0.156
51 H -1.60251 -5.77968 -1.20335  0.142
52 C -1.99202 6.65449 -4.81132  -1.442
53 O -2.53073 -1.83268 9.45363  -0.557
54 C -4.25053 1.33119 -0.78451  0.442
55 C -3.34246 6.08215 -2.77164  -0.951
56 H 2.62083 -2.44930 -4.26262  0.362
57 H 0.42226 -1.19702 7.96338  0.298
58 C 1.97392 2.47960 0.53546  0.642
59 C 3.47049 0.66769 -5.06553  0.410
60 C 3.60038 -3.81995 -2.93798  -0.860
61 H -1.31241 -0.18631 -0.19616  0.383
62 O -2.94349 1.09518 -0.26853  -0.521
63 H -3.34862 4.99667 -4.62702  0.265
64 H 2.34749 -1.54364 0.96259  0.613
65 C 4.08735 1.74144 -5.95140  -1.496
66 H 5.16619 -5.67248 -2.19943  0.355
67 H 0.14199 1.82976 -0.54555  0.018
68 C 1.23188 1.75400 -0.62990  -0.231
69 C -0.54477 -0.69562 -0.78407  -0.695
70 O 1.66753 0.39879 -0.75994  -0.225
71 H -2.28274 -7.27971 -1.86482  0.397
72 C 2.60425 3.06218 4.29663  -1.292
73 H -0.56881 -2.66156 7.85629  0.311
74 H 4.59458 1.28925 -6.80623  0.362
75 C 3.05234 -3.55445 -0.62858  -0.596
76 H -3.98595 -5.89763 -3.24154  0.382
77 H 1.39748 1.30769 4.54216  0.239
78 H -2.70404 1.85056 0.28167  0.278
79 H 3.32847 2.43331 -6.32171  0.366
80 H 4.01599 -6.26009 -1.02100  0.289
81 H -4.12713 6.79031 -3.04645  0.386
82 H 1.47723 -1.29339 -2.51403  0.398
83 C 2.10316 -2.12986 -2.23599  -0.195
84 C -4.23178 2.59279 -1.63234  -1.452
85 C -1.56991 -0.99822 8.80194  0.328
86 H -3.93031 3.45368 -1.03068  0.311
87 H 3.18531 2.64864 3.47294  0.275
88 H -0.57941 -0.24224 -1.78014  0.262
89 O -0.93758 -2.07229 -0.89828  -0.094
90 H -6.26037 1.60548 -0.00956  0.408
91 H 3.64710 1.69155 6.21059  0.334
92 H -2.15088 0.76364 9.90951  0.315
93 C 2.76886 1.28497 -3.86609  -0.613
94 C -2.04899 -2.38559 -0.09557  -0.848
95 H -5.21437 2.79596 -2.06489  0.464
96 H -5.23769 0.53347 0.96467  0.365
97 H -1.23942 7.17654 -4.21448  0.354
98 H -2.98953 -2.19470 -0.63169  0.255
99 C 3.71507 -4.20371 -1.62652  1.192
100 O 1.78280 3.71552 0.60418  -0.815
101 H 3.27780 3.69515 4.88888  0.396
102 H -4.98014 2.27118 1.02257  0.331
103 H -0.53057 0.86370 9.19832  0.245
104 H 1.52960 2.25059 -1.55646  0.100
105 H 2.75889 0.07782 -5.64714  0.289
106 H -4.50597 0.47184 -1.40712  0.323

Atoms 1-3, force components in eV/Å:
0.0608 -0.1402 0.0080
0.4085 0.3915 0.3858
-0.1652 0.1687 -0.6246

---

(4)
DFT (wB97M-V/def2-TZVPD) results for a structure of composition C9H12Br4ClFN3O2.

**E**: -313491.7834 eV
**Orbital gap**: 7.24 eV
**Net charge**: +1
**LUMO**: -5.44 eV

Last column: Mulliken charge in e.
Geometry (Å):
1 H -3.47543 2.48632 1.84011  0.402
2 H -0.34433 1.01189 2.60217  0.445
3 N -0.12466 -1.31437 -1.36702  -0.232
4 C -1.40960 2.32226 1.34202  -0.182
5 Br 2.89291 2.27833 -0.95072  0.038
6 C 1.40114 0.69724 -2.64197  -0.295
7 C -0.45194 0.05123 -1.47942  0.427
8 C -2.68109 1.76949 1.97052  -1.359
9 F -1.73348 0.32617 -1.36950  -0.348
10 Br -0.04894 -2.57835 2.33215  -0.012
11 H 0.21292 1.94196 -0.74299  0.717
12 N 0.17152 0.45239 -2.79227  0.145
13 C 1.79596 0.66690 -1.16093  0.410
14 H -0.50632 -1.84916 -2.13457  0.237
15 H -0.40853 -1.69793 -0.47228  0.110
16 Br 0.93002 -4.54258 0.04698  -0.026
17 H 0.88589 -4.86407 2.49280  0.373
18 N 4.55598 -0.80594 -1.99862  -0.424
19 C 3.57837 -0.66413 -1.36364  0.595
20 H -1.24777 3.31551 1.73413  0.419
21 Br -1.46484 -5.40692 1.96641  0.018
22 H 2.06324 0.93931 -3.45260  0.508
23 O 2.47110 -0.47412 -0.72595  -0.238
24 H 0.68918 2.15760 1.82436  0.297
25 H -2.55220 1.62484 3.03169  0.369
26 O 0.14308 0.46591 0.73152  -0.337
27 C 0.41009 0.89874 -0.52532  -0.827
28 C -0.16866 1.51701 1.66896  -0.534
29 H -2.99317 0.86437 1.46947  0.316
30 Cl -0.68452 0.48422 -4.23569  0.142
31 H -1.58137 2.45058 0.28039  0.201
32 C 0.17473 -4.42004 1.81252  -0.357

Atoms 1-3, force components in eV/Å:
-0.3738 0.2436 -0.0235
0.0827 -0.3774 0.3571
-0.3229 0.0772 -0.0799

---

(5)
DFT (wB97M-V/def2-TZVPD) results for the molecule C4H7ClO.

**E**: -18830.8163 eV
**Orbital gap**: 10.75 eV
**Net charge**: 0
**Relative energy (zero: lowest compared OMol25 entry of this formula, charge and spin)**: 0.712 eV
**LUMO**: 0.82 eV
**SMILES string**: CC(=O)[C@H](C)Cl

Last column: Mulliken charge in e.
Geometry (Å):
1 C 1.62445 -0.28994 0.30561  -1.188
2 H -1.29363 1.72975 -0.30314  0.392
3 H 0.55660 -1.64675 -0.82454  0.337
4 H -1.26859 1.16447 1.32789  0.263
5 O -1.51605 -1.40811 0.36375  -0.550
6 C 0.50219 -0.57214 -0.59767  0.297
7 Cl 0.59428 0.33144 -2.13561  -0.183
8 H -2.63142 0.72323 0.15068  0.299
9 H 1.74230 0.81793 0.41467  0.304
10 C -1.50630 0.87848 0.30243  -1.026
11 H 2.57063 -0.57494 -0.37992  0.279
12 C -0.88217 -0.39355 0.07681  0.434
13 H 1.50770 -0.75988 1.29903  0.341

Atoms 1-3, force components in eV/Å:
3.0967 1.5515 -1.2752
0.8708 0.3252 -0.6963
-0.3174 0.4070 -0.3095

---

(6)
DFT (wB97M-V/def2-TZVPD) results for a structure of composition C29H29AsO4S3Ti.

**E**: -155180.2332 eV
**Orbital gap**: 6.91 eV
**Net charge**: +2
**Relative energy (zero: lowest compared OMol25 entry of this formula, charge and spin)**: 0.380 eV
**LUMO**: -7.17 eV

Last column: Mulliken charge in e.
Geometry (Å):
1 C 1.03962 -0.56701 -3.83352  -0.421
2 C 1.15047 3.94705 3.91845  -0.711
3 C 2.81888 3.84328 5.64599  -0.562
4 C 1.26821 2.57626 3.72548  0.329
5 C -1.25354 -0.79421 2.56967  1.307
6 C 1.92830 4.57922 4.88593  -0.655
7 H 2.87211 3.30790 -1.57135  0.506
8 C -2.13252 -1.59569 4.65888  -0.589
9 C -1.34352 0.01312 -2.84520  -0.570
10 H 0.53076 -8.02483 4.41371  0.354
11 H 3.22746 0.38774 2.40498  0.576
12 C 2.30264 -6.46572 2.18801  -0.917
13 C 2.93960 2.46920 5.45064  -1.033
14 H -1.56451 -0.45334 6.38513  0.441
15 H 0.08370 -3.40065 3.00141  0.349
16 O 3.83145 -2.47679 1.54281  -0.615
17 H -2.74143 -2.29407 5.21712  0.450
18 H 1.46056 -1.50096 -4.20045  0.476
19 C 0.32121 -5.52162 3.16937  -0.729
20 Ti 1.00301 -0.55634 0.68623  0.746
21 C 2.93295 2.62878 -0.73130  -0.879
22 H 0.26403 -0.24133 -5.82837  0.342
23 S 0.06732 -0.98344 -2.35996  0.232
24 H 2.92587 -7.32425 1.97522  0.351
25 H -2.07655 0.53170 -4.79908  0.377
26 C 0.69758 -4.25863 2.76313  -0.125
27 H 1.85022 0.05966 -3.46166  0.249
28 C 0.67310 -8.00409 3.33233  -1.377
29 S 2.42030 -2.58895 1.50631  1.777
30 C -1.34883 -0.15037 -4.36271  -0.725
31 H -2.22856 -0.34284 -2.32315  0.508
32 C 0.08448 0.12808 -4.82150  -0.708
33 H 3.63409 1.89582 6.05026  0.450
34 H 5.20580 0.81344 1.02283  0.525
35 H 0.28035 1.19966 -4.82208  0.322
36 H -1.65659 -1.16189 -4.63771  0.348
37 H -2.53721 -2.50856 2.76244  0.500
38 C -2.02162 -1.71298 3.28531  -0.937
39 O 1.63848 -1.52078 2.27258  -0.249
40 H 0.46044 4.54417 3.33390  0.397
41 C 1.10824 -6.64097 2.88520  0.868
42 H 1.40526 -8.76394 3.06980  0.366
43 H 1.83112 5.64514 5.04097  0.438
44 H -1.10416 1.03433 -2.54088  0.278
45 C 3.12496 0.95906 1.49226  0.741
46 C 1.79290 2.33101 -0.00226  -0.179
47 H 5.03609 2.29130 -0.95804  0.464
48 C 4.25027 1.22684 0.73007  -1.059
49 H 3.42138 4.33475 6.39806  0.419
50 H -0.19726 1.11728 5.16049  0.495
51 O 0.77003 -0.17651 -1.18887  -0.291
52 H 0.84248 2.76566 -0.28583  0.504
53 C -0.68325 0.32820 4.60708  -0.704
54 H 3.65530 -5.08441 1.26012  0.460
55 C 4.15113 2.06312 -0.37839  -0.540
56 H 2.25309 0.76075 4.37134  0.522
57 C -1.46650 -0.57099 5.31429  -0.930
58 As 0.16500 1.85253 2.31658  0.351
59 C 2.16697 1.83442 4.49527  0.406
60 H -0.28073 -8.27108 2.87520  0.346
61 C -0.56163 0.23991 3.21691  0.323
62 C 1.90067 -4.11668 2.07127  0.066
63 H -0.59824 -5.64873 3.72749  0.454
64 O 1.81056 -2.27655 0.12915  -0.501
65 C 2.71490 -5.21139 1.77846  -0.778
66 S -1.20794 -0.98844 0.82180  -0.415
67 C 1.86779 1.47635 1.11163  -0.211

Atoms 1-3, force components in eV/Å:
-0.0239 0.0600 0.0473
0.1073 0.1380 0.1457
0.0357 -0.0393 0.0206

---

Among the records above, which one has the highest net charge?
C29H29AsO4S3Ti